1.
Computed, not measured: an isolated ion of composition CH3Cl2N4 and charge +1, with wB97M-V/def2-TZVPD.

Cartesian coordinates (Å):
C  -1.092  -0.055  0.031
N  -0.306  -0.702  -0.839
N  1.034  -0.504  -0.394
N  1.110  0.456  0.573
N  -0.481  0.670  0.844
Cl  1.597  -2.080  0.175
Cl  1.825  1.919  -0.113
H  -2.138  0.028  -0.032
H  -0.521  -0.802  -1.833
H  -1.028  1.067  1.588

Computed properties:
**Total charge**: +1
**Kohn-Sham gap**: 9.688 eV
**LUMO**: -5.23 eV

Here are the Löwdin charges for atoms 1 to 6, given in e: number 1, C, carries -0.115; number 2, N, carries 0.057; number 3, N, carries -0.574; number 4, N, carries -0.423; number 5, N, carries 0.163; number 6, Cl, carries 0.690

***

2.
Computed, not measured: one molecule with the formula CH3Cl2OP, with wB97M-V/def2-TZVPD.

Cartesian coordinates (Å):
C  -0.024  0.367  1.059
O  1.135  0.082  -1.770
P  1.121  0.033  -0.100
Cl  2.632  1.231  0.447
Cl  2.054  -1.855  0.091
H  -1.062  0.023  1.137
H  0.409  1.017  1.759
H  2.049  -0.172  -1.922

Computed properties:
**Kohn-Sham gap**: 9.099 eV
**LUMO**: 0.33 eV

Here are the Löwdin charges for atoms 1 to 6, given in e: number 1, C, carries -0.324; number 2, O, carries -0.284; number 3, P, carries 0.070; number 4, Cl, carries 0.345; number 5, Cl, carries 0.219; number 6, H, carries 0.011

***

3.
Computed, not measured: CH3Cl2P as an isolated structure, with wB97M-V/def2-TZVPD.

Cartesian coordinates (Å):
C  -0.890  0.006  -0.131
P  0.824  -0.376  -0.882
Cl  2.112  1.709  0.216
Cl  1.449  -1.745  0.392
H  -1.650  -0.759  -0.173
H  -0.978  1.139  -0.476
H  -0.867  0.026  1.053

Computed properties:
**Kohn-Sham gap**: 8.429 eV
**LUMO**: -1.64 eV

Here are the Löwdin charges for atoms 1 to 6, given in e: number 1, C, carries -0.441; number 2, P, carries 0.383; number 3, Cl, carries -0.245; number 4, Cl, carries 0.169; number 5, H, carries 0.009; number 6, H, carries 0.058

***

4.
Computed, not measured: a 2-piece molecular cluster, CH3Cl2PS overall, with wB97M-V/def2-TZVPD.

Cartesian coordinates (Å):
C  0.157  0.295  -0.266
P  2.980  0.364  -0.746
S  1.549  1.185  0.555
Cl  4.675  0.648  0.211
Cl  2.049  -2.720  0.264
H  0.586  -0.784  -0.316
H  -0.083  0.805  -1.295
H  -0.820  0.379  0.281

Computed properties:
**Kohn-Sham gap (alpha / beta)**: 5.741 / 6.252 eV
**LUMO (alpha / beta)**: -3.00 / -2.82 eV

Here are the Löwdin charges for atoms 1 to 6, given in e: number 1, C, carries -0.507; number 2, P, carries 0.259; number 3, S, carries 0.433; number 4, Cl, carries 0.184; number 5, Cl, carries -0.409; number 6, H, carries -0.076

***

5.
Computed, not measured: a 2-piece molecular cluster, CH3Cl2PS overall, with wB97M-V/def2-TZVPD.

Cartesian coordinates (Å):
C  -1.254  0.332  -0.064
P  1.632  0.343  -0.656
S  0.189  1.123  0.667
Cl  3.295  0.557  0.415
Cl  0.735  -2.718  0.444
H  -1.047  -0.129  -1.041
H  -2.066  0.972  -0.355
H  -1.483  -0.481  0.590

Computed properties:
**Kohn-Sham gap (alpha / beta)**: 6.670 / 5.490 eV
**LUMO (alpha / beta)**: -2.60 / -3.01 eV

Here are the Löwdin charges for atoms 1 to 6, given in e: number 1, C, carries -0.501; number 2, P, carries 0.256; number 3, S, carries 0.452; number 4, Cl, carries 0.151; number 5, Cl, carries -0.427; number 6, H, carries 0.026

***

6.
Computed, not measured: a 2-piece molecular cluster, CH3Cl3Si overall, with wB97M-V/def2-TZVPD.

Cartesian coordinates (Å):
C  1.069  -0.383  -1.486
Si  1.574  0.828  -0.030
Cl  2.183  -0.032  -2.890
Cl  -0.659  -0.109  -1.954
Cl  -3.153  1.381  2.021
H  1.109  -1.549  -1.561
H  -4.301  0.901  1.610
H  2.846  -0.104  0.356

Computed properties:
**Kohn-Sham gap**: 8.119 eV
**LUMO**: -1.39 eV

Here are the Löwdin charges for atoms 1 to 6, given in e: number 1, C, carries -1.407; number 2, Si, carries 0.703; number 3, Cl, carries 0.414; number 4, Cl, carries 0.397; number 5, Cl, carries 0.221; number 6, H, carries 0.032

***

Record order is preserved below.
Energy relative to the best compared isomer or geometry (same formula, charge and spin): 221.3; 204.0; 175.8; 279.3; 265.4; 703.5 kJ/mol
Record order is preserved below.
Strongest force on any atom: 3.2; 2.8; 4.1; 2.3; 2.3; 2.9 eV Å⁻¹